# 1
This record from OMol25 describes a 2-piece molecular cluster, C23H35BrF6N2O6P overall. The level of theory is the ωB97M-V functional and the def2-TZVPD basis.

Geometry as XYZ:
```
74
Properties=species:S:1:pos:R:3:forces:R:3
C 0.620183 1.453599 2.549939 -0.55 -0.58 0.01
C 1.381714 1.080435 1.709404 0.57 0.34 -0.03
C 2.242536 0.738644 0.567374 -0.56 -0.25 -0.47
O 3.569230 1.067967 0.649834 0.08 -0.17 0.39
C 4.294388 0.778823 1.864500 0.44 0.18 -0.30
C 4.748334 2.019529 2.624621 -0.22 0.11 1.12
C 3.754475 2.519055 3.687609 -0.38 -0.67 -0.73
O 5.963782 1.662347 3.277410 0.11 0.05 -0.37
C 1.841130 -0.732883 0.265153 1.01 0.62 0.76
P 2.588773 -2.341380 0.921662 -0.60 -0.67 -0.37
O 4.140497 -1.941329 0.873573 0.15 0.33 0.02
Br 2.050288 -2.118547 3.048743 0.05 0.14 -0.21
N 0.866243 -0.730289 -0.546249 -0.42 -0.67 -0.67
C 0.160615 -1.939150 -1.001356 -0.72 -0.52 0.78
C -0.620634 -2.598706 0.166992 0.16 0.55 -0.36
C -2.102558 -2.835622 -0.153721 0.55 -0.44 0.55
C -2.920678 -2.831221 1.114339 0.13 -0.06 0.19
F -2.940738 -1.584280 1.658418 -0.04 0.16 0.00
F -4.189741 -3.189180 0.860542 -0.13 0.03 -0.19
C -2.389066 -3.789547 2.229927 -0.85 -0.10 0.31
F -3.398141 -4.164230 3.017903 0.25 0.09 -0.10
F -1.480005 -3.180772 2.995102 0.24 -0.11 -0.20
F -1.857922 -4.892579 1.690408 0.16 0.11 0.01
C 0.425842 0.617335 -1.062501 0.54 -0.21 0.43
F 0.392064 0.435090 -2.413564 -0.34 0.42 -0.15
C -0.961886 0.969745 -0.547710 0.02 0.04 -0.54
C -1.259668 2.459235 -0.373691 -0.91 -0.22 0.92
C -2.405137 2.651970 0.655424 0.48 -0.06 -0.43
C -3.795209 2.615291 0.028237 0.09 0.31 1.01
C -4.857506 2.561124 1.139794 0.50 -0.97 -0.16
C -5.114872 1.107987 1.605342 -0.32 0.44 -0.35
C 1.647267 1.459304 -0.665764 0.70 1.14 -0.30
N 2.581911 1.526312 -1.780499 0.19 -0.50 0.12
H -0.172980 1.545468 3.247948 0.01 0.40 0.35
H 3.757221 0.094529 2.516264 -0.32 0.05 0.04
H 5.196828 0.264388 1.558799 0.11 -0.04 -0.20
H 4.966368 2.838777 1.949678 0.31 -0.06 -0.30
H 3.129170 1.682077 3.994142 -0.05 -0.08 0.28
H 4.270766 2.897149 4.558326 0.14 0.36 0.00
H 3.074610 3.250321 3.263113 -0.03 0.30 0.13
H 5.742507 1.038387 3.974270 0.10 -0.04 0.20
H 4.614138 -2.506103 0.249477 0.17 -0.09 0.04
H -0.545479 -1.655426 -1.767580 0.15 0.20 -0.35
H 0.874855 -2.652528 -1.392131 0.24 0.13 -0.31
H -0.523656 -1.946079 1.033133 -0.10 0.06 0.13
H -0.136404 -3.531491 0.427317 0.06 -0.20 0.10
H -2.220829 -3.827226 -0.576985 -0.13 -0.03 -0.36
H -2.491841 -2.085482 -0.833123 -0.24 0.11 -0.01
H -1.652500 0.584868 -1.297430 -0.08 -0.20 -0.07
H -1.171069 0.400773 0.352873 0.13 0.11 0.37
H -0.412288 3.018293 -0.002416 0.28 0.03 -0.18
H -1.627482 2.876121 -1.304220 0.38 0.22 -0.33
H -2.316022 1.887227 1.427657 -0.06 -0.15 0.13
H -2.243994 3.601095 1.160283 -0.17 0.20 0.05
H -3.931910 3.538351 -0.528569 0.02 -0.09 -0.47
H -3.861659 1.734455 -0.606828 -0.25 0.06 -0.37
H -4.450269 3.107762 1.984031 -0.28 0.48 0.09
H -5.781381 3.002329 0.790176 -0.14 0.26 0.14
H -5.012029 0.981253 2.676402 0.10 -0.07 0.15
H -6.129665 0.822301 1.344661 -0.11 -0.18 0.01
H -4.450937 0.421978 1.087410 0.16 -0.19 0.11
H 1.463743 2.477134 -0.335238 -0.80 -0.06 0.14
H 2.253698 2.232554 -2.425456 -0.09 -0.09 -0.21
H 3.484260 1.853186 -1.456502 0.03 -0.13 0.19
C 0.876069 -1.034764 -5.056168 0.06 0.10 -0.07
C -0.533352 -1.208015 -5.581531 -0.09 0.09 0.01
O -0.382826 -2.274060 -6.518110 0.09 0.04 0.11
C 0.716661 -2.994821 -6.173205 -0.07 0.04 -0.02
O 1.017028 -4.037156 -6.640541 0.05 -0.13 -0.03
O 1.420401 -2.348893 -5.202152 -0.11 0.05 0.02
H 0.910713 -0.724307 -4.020462 0.15 -0.17 -0.04
H 1.461261 -0.338041 -5.659364 -0.01 -0.03 -0.04
H -1.235632 -1.521456 -4.803600 0.02 -0.01 0.00
H -0.921638 -0.319011 -6.071567 -0.01 -0.09 -0.15
```
Positions in Å, forces in eV/Å.

The calculation puts the frontier orbital gap at 0.309 Eh. The calculation puts the HOMO energy at -0.47766 Ha. The LUMO energy is -4.579 eV. As for the total charge: +1.

# 2
This record from OMol25 describes a 8-piece molecular cluster, C19H27BrCl21FNO4 overall. The level of theory is the ωB97M-V functional and the def2-TZVPD basis.

Geometry as XYZ:
```
74
Properties=species:S:1:pos:R:3:forces:R:3
C -5.827205 0.616567 1.837610 0.72 0.20 -0.48
C -5.182170 0.428131 0.501576 -1.05 -1.22 -0.18
O -5.602421 -0.317001 -0.358792 0.63 0.88 0.37
O -4.042597 1.166773 0.346392 0.15 0.04 -0.72
C -3.530342 1.171527 -0.951775 0.18 2.05 -1.55
O -3.472077 2.220080 -1.566833 0.18 -3.53 1.26
C -3.002000 -0.110508 -1.540372 0.21 -0.44 1.15
C -1.617031 0.090550 -2.154387 -0.08 0.14 -0.36
O -0.844895 0.987779 -1.394203 0.30 -0.05 -0.07
C 0.262994 0.395054 -0.752052 -0.45 0.28 0.21
C -0.178545 -0.852243 -0.021855 1.10 0.26 0.00
C 0.837111 -1.379957 0.982906 -0.58 -0.43 0.18
C 0.447277 -0.939811 2.395859 -0.59 0.16 -0.05
C 0.222916 0.567783 2.476201 0.68 -0.36 0.45
C -0.850145 -1.657055 2.845931 0.54 0.20 0.00
N -0.402419 -1.874449 -1.113956 -0.15 0.82 0.01
F -1.273511 -2.823045 -0.625361 0.10 -0.30 -0.20
C -0.965832 -1.278386 -2.381935 -0.30 -0.07 -0.57
Br 0.360939 -1.333730 -3.806522 -0.21 0.00 0.57
H -6.170157 1.642791 1.910677 -0.15 0.16 0.10
H -6.632835 -0.091590 1.921284 -0.25 -0.11 0.15
H -5.064401 0.467329 2.593505 -0.01 -0.03 0.33
H -3.706908 -0.493959 -2.262960 -0.32 0.06 -0.34
H -2.959548 -0.870381 -0.761035 -0.13 -0.05 0.16
H -1.746656 0.517972 -3.142607 0.01 0.16 -0.22
H 0.646302 1.117099 -0.049213 -0.04 0.15 0.23
H 1.068264 0.186589 -1.434194 0.46 -0.16 -0.49
H -1.140034 -0.641080 0.425170 -0.31 -0.33 0.07
H 1.850861 -1.091392 0.717923 0.13 0.18 -0.13
H 0.781642 -2.468300 0.975370 0.21 -0.22 -0.06
H 1.243059 -1.228481 3.069391 0.33 0.01 0.05
H 0.982980 1.124882 1.937411 0.12 0.19 -0.05
H 0.287803 0.889956 3.512795 -0.13 -0.23 -0.22
H -0.768598 0.825273 2.125240 -0.14 0.27 -0.22
H -0.680092 -2.230908 3.747653 -0.03 -0.24 0.12
H -1.213433 -2.324751 2.071231 -0.22 -0.22 -0.01
H -1.612556 -0.923869 3.078402 -0.31 0.05 0.02
H 0.482021 -2.349073 -1.333514 -0.07 -0.28 0.10
H -1.732681 -1.967028 -2.704885 -0.14 -0.24 -0.02
C 4.580718 1.386979 -2.792053 0.16 -0.07 0.20
Cl 4.900567 1.604605 -1.071642 -0.03 0.01 -0.02
Cl 6.000563 0.765773 -3.619077 -0.03 0.07 -0.12
Cl 3.202621 0.295226 -3.025562 0.05 0.07 -0.09
H 4.326424 2.349147 -3.216109 -0.04 -0.01 -0.03
C 7.549594 -1.923039 -1.689556 0.12 -0.11 0.08
Cl 7.846971 -1.680117 0.032165 -0.03 0.03 -0.01
Cl 8.978611 -2.565497 -2.490790 -0.09 0.06 0.01
Cl 6.156970 -2.987637 -1.936984 -0.05 0.05 -0.03
H 7.319098 -0.963054 -2.129196 -0.03 -0.02 0.03
C 11.613590 -2.902097 -5.779639 0.08 0.05 -0.02
Cl 11.075088 -1.348074 -6.420220 -0.03 -0.01 0.01
Cl 13.047123 -3.468555 -6.631023 -0.03 -0.01 0.01
Cl 11.917317 -2.789132 -4.044022 0.06 -0.04 -0.02
H 10.821820 -3.621902 -5.935421 -0.02 -0.01 0.00
C -3.857479 4.750897 -1.283312 -0.26 0.66 -0.14
Cl -2.129211 4.812054 -0.917312 -0.02 -0.02 0.02
Cl -4.809639 5.158151 0.146976 -0.03 -0.01 0.11
Cl -4.251105 5.820539 -2.626262 0.01 0.12 -0.03
H -4.100341 3.737325 -1.571678 -0.07 0.95 0.17
C -1.978431 3.115980 4.757239 0.09 -0.18 0.17
Cl -0.245192 2.762403 4.791032 -0.23 0.52 0.26
Cl -2.743211 2.397743 3.330766 -0.04 0.12 -0.09
Cl -2.762526 2.534017 6.221567 0.01 0.04 -0.01
H -2.100416 4.189387 4.707426 -0.02 0.01 -0.07
C 1.622309 0.300997 7.373536 -0.07 0.14 -0.07
Cl 0.913088 -0.949755 6.340373 -0.01 -0.04 -0.02
Cl 2.834266 1.223284 6.481408 0.00 -0.02 -0.01
Cl 0.370496 1.361361 8.007293 0.04 -0.06 0.10
H 2.111707 -0.187877 8.204715 0.01 -0.03 -0.01
C -7.538246 -1.668286 -2.761991 -0.17 0.04 0.05
Cl -8.494831 -0.684886 -3.863984 0.04 0.00 0.02
Cl -8.366004 -3.171688 -2.371895 0.04 0.02 0.01
Cl -5.940532 -2.001007 -3.453150 0.13 -0.02 -0.05
H -7.390263 -1.111888 -1.845970 0.07 -0.01 0.00
```
Positions in Å, forces in eV/Å.

The calculation puts the frontier orbital gap at 0.321 Eh. The calculation puts the HOMO energy at -0.45225 Ha. The LUMO energy is -3.568 eV. As for the total charge: +1.

# 3
This record from OMol25 describes a single C5H9NO3 molecule. The level of theory is the ωB97M-V functional and the def2-TZVPD basis.

Geometry as XYZ:
```
18
Properties=species:S:1:pos:R:3:forces:R:3
C -0.656266 -0.796056 -0.095592 -4.18 -0.56 1.38
C -0.923197 0.701702 0.335179 2.56 -1.60 -0.19
C 0.705793 -1.285705 0.236598 1.00 0.87 0.99
C 0.188940 1.630972 -0.120297 1.06 -3.07 -1.38
C 1.706268 -0.215101 -0.411117 -0.01 -0.76 3.24
N 3.072231 -0.626784 -0.077524 1.10 -1.53 -0.54
O 3.851045 0.343764 0.070402 -0.94 1.67 -0.41
O 5.134322 0.198339 0.129826 -0.38 -0.97 0.25
O 1.533107 1.068185 0.102836 -1.44 0.25 -0.04
H -1.605940 -1.439245 0.394021 2.79 1.35 -0.83
H -0.906721 -0.976702 -1.157841 0.39 0.64 0.17
H -1.804563 0.935372 -0.126763 -2.34 1.06 -1.23
H -1.047458 0.945283 1.381424 -0.07 -0.97 0.55
H 0.826096 -1.258968 1.359599 0.21 -0.17 -1.16
H 0.847409 -2.303534 -0.148470 0.38 0.35 0.12
H 0.175357 1.807762 -1.188572 -0.42 0.58 -0.22
H 0.118851 2.444454 0.497557 0.31 2.50 0.88
H 1.601913 -0.340358 -1.457202 -0.01 0.37 -1.56
```
Positions in Å, forces in eV/Å.

The calculation puts the frontier orbital gap (spin up / spin down) at 0.335 / 0.353 Eh. The calculation puts the HOMO energy (spin up / spin down) at -0.35940 / -0.37054 Ha. As for the energy relative to the best compared isomer or geometry (same formula, charge and spin): 197.4 kcal/mol. The LUMO energy (spin up / spin down) is -0.655 / -0.486 eV.

# 4
This record from OMol25 describes a single C2H3NS2 molecule. The level of theory is the ωB97M-V functional and the def2-TZVPD basis.

Geometry as XYZ:
```
8
Properties=species:S:1:pos:R:3:forces:R:3
C 0.964424 -0.552627 0.388978 -1.73 -1.57 -1.46
C 0.209779 0.705008 -0.103843 0.64 -0.45 -0.89
N 2.175218 -0.764267 0.145598 0.18 -0.32 1.03
S 0.990803 2.309230 0.070786 -0.14 -0.36 0.26
S 3.657408 -0.309465 -0.099100 -0.17 0.11 -0.23
H 0.232461 -1.504417 0.619054 1.91 2.35 -0.28
H 0.135880 0.696944 -1.271757 -0.16 -0.43 1.85
H -0.757919 0.584812 0.363700 -0.52 0.67 -0.29
```
Positions in Å, forces in eV/Å.

The calculation puts the frontier orbital gap (spin up / spin down) at 0.287 / 0.219 Eh. The calculation puts the HOMO energy (spin up / spin down) at -0.31997 / -0.29859 Ha. As for the energy relative to the best compared isomer or geometry (same formula, charge and spin): 67.5 kcal/mol. The LUMO energy (spin up / spin down) is -0.905 / -2.169 eV.

# 5
This record from OMol25 describes a 11-piece molecular cluster, H22O11 overall. The level of theory is the ωB97M-V functional and the def2-TZVPD basis.

Geometry as XYZ:
```
33
Properties=species:S:1:pos:R:3:forces:R:3
O 0.178478 -0.259741 3.791080 0.02 0.08 -0.37
H 0.325806 0.454897 3.146408 -0.14 -0.22 0.43
H -0.458260 -0.829792 3.323383 0.19 0.04 0.15
O 0.687928 1.498073 -2.233066 -0.37 0.29 -0.04
H 1.310922 2.235008 -2.213427 0.12 -0.26 0.02
H -0.145274 1.886618 -2.529448 0.08 -0.08 0.12
O 1.352694 -1.264673 -2.879223 -0.30 -0.05 0.19
H 0.987922 -1.120466 -3.757810 0.10 0.07 0.04
H 1.140490 -0.455124 -2.388384 0.34 -0.08 -0.50
O -2.496700 -1.137501 -1.889148 -0.07 0.00 -0.26
H -1.948495 -1.897138 -2.127754 0.10 0.11 0.17
H -3.086635 -1.005567 -2.641665 0.08 -0.05 0.13
O -1.685154 -1.534547 1.956774 -0.12 -0.07 -0.13
H -2.311620 -0.803150 1.911230 0.03 -0.09 -0.06
H -1.144706 -1.422037 1.156448 -0.02 0.20 0.19
O -2.051282 1.068905 -0.142701 -0.45 0.05 -0.31
H -2.193118 0.309745 -0.745210 0.10 0.07 0.24
H -2.875743 1.569189 -0.156128 0.08 -0.05 -0.05
O 1.816038 1.605915 1.266859 0.47 0.45 0.02
H 2.708239 1.636441 1.637758 -0.13 -0.18 -0.01
H 1.393667 2.423818 1.565283 -0.18 -0.23 0.04
O -0.723928 1.903020 2.153808 -0.10 0.14 -0.57
H -1.535097 1.902905 2.671785 0.10 -0.02 0.06
H -0.984154 1.553842 1.273059 -0.15 0.17 0.47
O 3.352119 0.513034 -1.137623 -0.12 0.10 0.22
H 3.218874 -0.432339 -0.986590 -0.02 0.13 -0.12
H 2.742015 0.949538 -0.524515 0.10 -0.20 -0.04
O 0.714435 -3.214756 -0.155346 -0.32 0.32 0.11
H 0.030487 -3.680198 0.339050 0.13 0.04 0.04
H 0.579462 -2.267031 0.051596 0.24 -0.49 -0.15
O 0.268604 -0.434155 0.179121 0.02 0.09 -0.09
H 0.613849 0.258668 0.774705 0.18 -0.35 -0.20
H 0.218126 -0.011400 -0.690307 0.03 0.09 0.24
```
Positions in Å, forces in eV/Å.

The calculation puts the frontier orbital gap at 0.361 Eh. The calculation puts the HOMO energy at -0.37300 Ha. As for the energy relative to the best compared isomer or geometry (same formula, charge and spin): 21.2 kcal/mol. The LUMO energy is -0.320 eV. The SMILES is O.O.O.O.O.O.O.O.O.O.O.

| no. | maximum force (eV/A) |
| --- | --- |
| 1 | 1.404 |
| 2 | 3.752 |
| 3 | 4.440 |
| 4 | 3.041 |
| 5 | 0.650 |